(1)
78
Properties=species:S:1:pos:R:3 method="wB97M-V/def2-TZVPD" charge=0 fmax_ha_per_bohr=0.08257 e_tot_ev=-46558.1521 e_homo_ev=-6.1 orbital_gap_ev=5.37
H 2.25691 -3.47776 -1.96286
H 0.33049 -4.79224 0.08973
C -6.68543 1.51645 0.15503
N -4.59190 0.13825 -1.47297
C -6.33532 0.27724 -0.65737
C -0.78855 -1.96706 4.01738
C -7.35091 1.25375 1.51787
H -7.14712 2.31957 4.74169
H -1.18712 1.30889 2.97599
C 0.93455 -0.43756 3.02599
C -0.69133 -2.32148 -0.53914
C -3.23818 0.41627 -1.08109
C -9.11618 0.26897 2.86667
C -5.61501 -2.03860 -1.01081
H 1.76206 -1.79337 -1.64446
F -3.79784 1.85042 0.77622
C -8.47302 0.42123 1.63168
C -3.14812 1.79031 -0.44113
C -7.50256 2.52853 -0.67861
H -9.99666 -0.37300 2.92479
C -1.30724 0.43984 3.63373
H -5.34979 -1.14461 -2.99519
H -5.74878 2.02292 0.38142
H -9.43469 2.07329 0.17674
C -7.50765 4.22418 -2.41760
C -8.64550 0.94534 3.99227
H 1.09999 0.40985 2.34715
H -5.74875 3.19373 -1.72281
H -7.22233 -1.40624 0.36163
C -6.82790 3.30166 -1.62511
C 0.01872 -4.70318 -0.95535
H -0.42974 -1.72458 5.02551
H 1.99719 -2.92788 -0.28267
C -8.88988 2.67277 -0.55148
C -4.80706 -1.24744 -2.04049
H -5.59337 -0.98623 0.88058
H -6.84808 0.27749 -1.63075
H -2.68149 0.26402 1.62397
H -3.84362 -1.71856 -2.25492
H -6.95236 4.81612 -3.14849
H 0.63529 -5.35770 -1.58402
C -9.58014 3.59155 -1.34840
H -9.15226 0.83461 4.95478
O 0.35073 -3.03504 1.47608
H -0.88734 0.70431 4.61154
H -1.03129 -5.00862 -1.04247
H -4.83228 0.81365 -2.19709
C -8.89103 4.37935 -2.27545
H -10.66006 3.67723 -1.23388
H -6.39188 -2.61083 -1.53194
H 1.50731 -1.30074 2.67030
C -6.24461 -1.06326 -0.00519
C -6.88143 1.92360 2.64671
C -0.42209 -2.22286 0.90287
H -4.97352 -2.75214 -0.48201
H -1.90949 -1.59659 -2.14435
H -9.42753 5.10669 -2.88463
H -0.13828 -2.14276 -3.27224
H -8.87379 -0.08609 0.74914
H 0.44325 -3.80412 -3.48519
C -1.07105 -1.13723 1.65332
C -7.52637 1.77424 3.87606
C -0.22992 -3.16946 -2.89600
C 1.64828 -2.83492 -1.31597
F -3.73780 2.73569 -1.22656
H -1.25457 -3.53144 -3.04733
C 0.17506 -3.25255 -1.42129
C -2.11390 -0.46303 1.05000
H -2.69328 0.58974 -2.01790
H -0.25025 -2.84160 3.63659
H -2.37199 0.22256 3.77604
C -1.70199 -1.55649 -1.06791
F -1.87621 2.20371 -0.22409
H 1.28970 -0.16001 4.02567
C -2.42801 -0.61780 -0.30811
C -0.56522 -0.77554 3.07731
H -1.85929 -2.19988 4.06742
H -6.00688 2.57452 2.54735


(2)
83
Properties=species:S:1:pos:R:3 method="wB97M-V/def2-TZVPD" charge=+3 fmax_ha_per_bohr=0.18246 e_tot_ev=-42100.8706 e_homo_ev=-15.6 orbital_gap_ev=1.65
H 1.51385 1.04535 2.12253
H 4.68632 -6.11442 -1.22198
H 2.71138 -4.92927 -1.96061
O 3.23795 1.41530 -1.88540
H 6.03325 -5.02655 -0.78886
H -2.43549 2.82560 3.78352
H -4.76831 -0.47012 3.02595
C -3.66941 1.03378 3.73010
H 2.04488 -1.16171 1.26610
C -7.06641 1.03887 5.22927
O -1.90367 -3.85939 2.18383
H -1.42995 0.10601 0.17407
H 1.00036 1.81380 -3.42694
C 1.19999 -2.51001 -2.78082
H 4.25458 0.72044 1.15378
N 3.15507 -3.39368 -3.99384
H 2.25859 4.64677 -2.79298
H 2.27212 3.24915 -2.00370
H 0.96533 -1.80028 -3.57260
H 1.13215 2.92662 -4.77479
H -2.18338 -1.66918 4.74842
H 2.88471 -2.49374 1.37638
C -0.75507 3.65363 -1.79962
H -3.77443 3.02609 -3.01199
N -3.84830 -0.10424 2.78463
H -2.50272 -1.15737 3.30386
H -3.09033 2.37803 -1.54997
C 4.95209 -5.12718 -0.83456
H -0.63267 4.42662 -1.04124
N 1.66597 0.52683 1.26159
H 0.87498 -2.01617 -1.85731
C -2.82128 2.10055 3.06732
H 4.02990 -3.83594 -3.70097
H 4.35687 0.06885 -3.02936
C 0.38789 3.84470 -2.85602
H -2.76055 -3.40931 2.15798
H 2.71062 -0.36366 -0.90214
H 0.27309 4.75351 -3.44517
Hf 0.21478 -2.81870 2.95631
H -0.42487 2.47309 -4.22612
H -5.50572 2.10633 3.27366
H 4.39917 2.20634 0.20782
H -3.86022 0.09030 1.79154
C 2.69715 -2.89902 -2.68803
H -0.57663 2.69594 -1.30015
C 2.37795 1.40670 0.32310
O 4.45917 -3.99708 -1.53156
O -1.83983 -1.68862 3.84288
H -2.08575 -4.76578 1.89241
H -7.71635 1.41722 4.43702
C -1.46604 -0.98496 0.26437
H -3.39848 2.57531 2.27458
H 3.98778 1.54327 -3.75868
N 1.68593 4.06960 -2.18192
H 3.75343 2.24412 1.84338
H -7.65038 0.25731 5.71326
O 2.05807 -2.08182 1.67907
C 3.53561 0.78551 -3.11681
H 3.28958 -1.99718 -2.51450
O -0.63154 -1.54921 1.22751
H -2.43528 1.85700 -3.12959
H -3.13124 0.61545 4.58209
H 2.68136 0.35656 -3.64254
C -2.83828 2.69983 -2.56518
C -5.03503 1.58115 4.11171
H 1.84517 2.36092 0.26658
H -5.02405 2.38994 4.85002
H 0.51275 -3.35377 -2.86919
H 1.38795 0.63969 -1.47558
H 0.71627 0.29573 0.97723
H 2.48637 -3.67103 -0.70202
C 0.57832 2.72092 -3.85990
H 4.55428 -5.16145 0.18701
C 3.77065 1.67058 0.91669
H -1.22914 -1.30438 -0.75577
O -5.80989 0.56183 4.77952
H -6.96021 1.81827 5.98827
H -2.51576 -1.25711 0.40364
O -1.95910 3.81650 -2.49475
C 3.04098 -3.94762 -1.60877
H -1.90920 1.63511 2.68181
C 2.39143 0.67740 -1.03238
H 2.61883 -4.24855 -4.15646


(3)
9
Properties=species:S:1:pos:R:3 method="wB97M-V/def2-TZVPD" smiles="C#P=P#P=C=C" charge=0 fmax_ha_per_bohr=0.08078 e_tot_ev=-31019.3466 e_homo_ev="-8.4 / -8.2" orbital_gap_ev="6.45 / 6.78"
P 1.05304 -1.89703 -0.68494
C -1.04488 0.99659 0.17161
H -2.07842 1.06824 0.38515
H -0.80949 1.32245 -0.93924
C 0.54735 -0.42305 -1.29198
H -0.23240 -0.41984 -2.02288
P 1.69261 -1.62626 1.25485
P 1.02983 0.27368 2.08018
C -0.15763 0.70522 1.04724


(4)
72
Properties=species:S:1:pos:R:3 method="wB97M-V/def2-TZVPD" charge=0 s2=8.7595 fmax_ha_per_bohr=0.08621 e_tot_ev=-95293.0131 e_homo_ev="-5.1 / -6.4" multiplicity=6 orbital_gap_ev="5.31 / 6.54"
H 1.99022 0.22731 2.38192
H 4.02240 0.76326 -8.03544
C 0.14015 1.92887 -7.99166
Mn -0.01609 -0.07181 -0.30699
H -1.70319 3.04857 -8.13942
C -0.19399 3.56810 -5.10303
C -1.31191 -0.25235 1.42282
C -1.99950 -0.84852 -0.71905
H 0.34782 -4.81970 -3.40423
C 1.16028 3.74106 -9.87781
C -0.04070 -1.42086 -3.58511
C -2.08158 3.21422 -3.64467
H -2.52588 -0.85088 -1.67145
Si 2.58184 0.49792 -7.72617
H -1.64452 -4.72759 -4.89788
H 2.12765 2.54111 1.73758
C -0.16043 3.88037 -9.41900
C -1.20618 -3.80451 -4.51628
N 0.55826 1.77580 0.49560
C -0.66980 2.96097 -8.49111
H -2.70315 1.07064 0.24171
H -0.05564 1.98856 1.29351
H 2.49044 -0.70139 -0.37102
H 1.45366 2.21206 -4.84083
H -1.58786 -0.40940 -4.70989
Cl 2.67483 0.28114 -5.68588
H -0.27225 1.22032 -7.26246
H -0.79389 4.69591 -9.78572
C -2.07444 0.17906 0.28148
C 0.44746 2.47519 -4.51836
C -1.16110 -1.37915 -4.43272
C -1.16651 -1.90586 -0.21192
Si 0.62062 0.16476 -2.85688
C -1.47302 3.93401 -4.67813
C 0.51401 -2.66847 -3.23401
C 1.82402 -3.54965 -8.07425
H -1.99453 4.75686 -5.17396
H 0.83379 -0.27740 -9.95194
H 3.11478 -2.29942 -6.87548
H 0.34466 2.50547 -0.19070
H 2.12323 -4.46848 -7.56366
C -1.44556 2.10939 -3.06656
H -0.97015 -2.85314 -0.70298
C -1.75202 -2.56681 -4.88025
H 0.41638 -4.55356 -9.39179
H -1.30564 0.22105 2.41427
C 1.98050 2.72890 -9.36350
C 1.47786 1.82874 -8.39932
C -0.75018 -1.54613 1.11737
C 0.88321 -3.60100 -9.11624
C 2.38280 -2.32660 -7.68876
C -0.07582 -3.85391 -3.68643
H -0.15758 -2.45446 -10.63596
H 2.63044 2.13910 0.08922
C 2.00480 1.80572 0.93029
C -0.18780 1.69465 -3.53519
C 1.99550 -1.14091 -8.33565
H -0.25485 -2.20413 1.84316
H 0.29272 4.11610 -5.91123
H 3.50310 0.35194 1.48150
H 3.01556 2.62079 -9.70851
N 1.87980 -0.60400 0.44438
H 2.04531 0.21727 -3.18905
C 0.55015 -2.42405 -9.80237
H -3.07226 3.50360 -3.29725
H -2.64042 -2.51847 -5.51414
C 2.41293 0.43063 1.39530
H 1.54261 4.42626 -10.64120
H 1.85342 -1.53071 0.88052
H -1.93180 1.55830 -2.25662
H 1.40523 -2.69813 -2.59737
C 1.10856 -1.19649 -9.42067


What is the charge in the second record?
+3